(1)
ORCA calculation (wB97M-V/def2-TZVPD) on a 7-piece molecular cluster, BH16O6 overall.

```
23
Properties=species:S:1:pos:R:3:forces:R:3
B -13.344 22.113 48.922 -1.9 -1.7 -0.4
H -13.995 22.586 49.756 -0.6 0.8 1.3
H -13.730 22.609 47.910 0.3 0.4 -1.0
H -12.237 22.143 49.183 2.2 0.4 0.2
H -13.735 20.942 48.930 0.2 0.0 -0.2
O -11.409 20.288 51.198 0.0 -0.6 -0.2
H -11.423 19.315 50.957 -0.5 2.3 -0.2
H -11.889 20.913 50.582 0.4 -1.6 0.4
O -16.509 23.647 46.193 0.4 2.3 -4.3
H -15.981 23.154 46.760 1.8 -1.5 1.9
H -15.851 23.898 45.421 -2.0 -0.8 2.5
O -13.367 25.420 49.348 -3.2 -1.4 -1.1
H -12.493 25.614 49.517 3.0 0.3 0.5
H -13.423 24.487 49.005 0.3 1.0 0.6
O -17.069 22.096 49.540 -4.7 -1.4 -2.2
H -17.148 21.846 48.579 0.6 0.5 1.7
H -16.225 22.320 49.754 4.1 0.8 0.4
O -9.810 20.619 48.142 -2.4 6.0 2.0
H -9.913 19.777 47.917 -0.4 -5.7 -1.5
H -10.788 20.865 48.391 2.6 -0.2 -0.5
O -13.125 20.566 45.800 1.9 -4.8 -5.0
H -12.160 20.418 45.557 -2.0 0.2 0.4
H -13.066 21.199 46.401 0.0 4.6 4.7
```
Forces are in eV/Å.

Values from the calculation:
Net charge: -1
LUMO level (eV): 3.047
Orbital gap (eV): 9.17

Charges per atom according to Löwdin partitioning, unit e: -0.42 -0.06 -0.05 -0.08 -0.02 -0.13 0.06 0.00 -0.08 -0.05 0.10 -0.07 -0.03 0.00 -0.04 0.06 -0.06 -0.05 -0.07 0.07 -0.04 0.07 -0.11

=====

(2)
ORCA calculation (wB97M-V/def2-TZVPD) on a 2-piece molecular cluster, C8H13FO2 overall.

```
24
Properties=species:S:1:pos:R:3:forces:R:3
C -0.750 -0.880 2.182 1.1 -1.0 1.3
C 1.145 -1.036 -1.708 -0.8 -2.7 0.0
C -1.377 -0.575 1.220 -0.9 0.6 -0.6
C 1.005 0.011 -0.677 1.6 0.1 0.0
C 0.278 2.230 -0.029 -3.3 0.7 1.3
C -3.104 0.508 -0.071 -1.2 1.9 0.3
C 2.240 -1.304 0.940 -0.3 -2.3 -2.7
C 0.387 1.130 -0.997 0.1 -0.7 1.1
O -1.924 -0.258 0.101 0.2 0.0 -1.2
O 1.706 -0.040 0.562 0.4 -0.2 -1.5
F -0.338 1.094 -2.149 0.0 0.8 0.2
H -0.093 -1.360 2.895 -0.6 0.6 -0.2
H 0.275 -1.810 -1.606 1.7 0.9 0.0
H 2.134 -1.530 -1.627 -0.7 0.0 0.1
H 1.068 -0.726 -2.754 0.0 0.6 0.4
H -0.418 1.872 0.904 1.6 0.9 -2.1
H 1.234 2.468 0.421 0.1 0.3 -0.2
H -0.271 3.105 -0.503 1.0 -0.8 0.7
H -3.979 -0.157 0.009 0.3 0.1 -0.9
H -3.035 1.184 -1.040 0.0 -1.9 1.9
H -3.310 1.199 0.787 0.8 -0.3 -0.6
H 1.385 -2.035 0.848 1.1 0.4 0.3
H 2.555 -1.261 1.935 0.3 0.4 1.6
H 3.187 -1.828 0.357 -2.2 1.9 0.8
```
Forces are in eV/Å.

Values from the calculation:
Net charge: 0
Structure (SMILES): CO/C(C)=C(\C)F.C#COC
LUMO level (eV): 0.862
Orbital gap (eV): 8.82

Charges per atom according to Löwdin partitioning, unit e: 0.11 -0.03 -0.28 -0.30 -0.02 -0.06 -0.12 -0.34 -0.11 -0.12 0.04 0.05 0.13 0.08 0.08 0.13 0.07 0.10 0.09 0.14 0.10 0.09 0.05 0.14

=====

(3)
ORCA calculation (wB97M-V/def2-TZVPD) on one molecule with the formula C5H9NO.

```
16
Properties=species:S:1:pos:R:3:forces:R:3
C 2.106 -0.789 -0.506 -0.2 0.1 0.1
C 1.619 0.567 -0.093 -1.2 0.2 -0.1
N 2.148 1.605 0.382 -0.5 -0.6 -0.3
O 0.207 0.831 -0.368 0.2 -0.8 -0.4
C -0.754 0.276 0.497 0.1 -0.4 0.1
C -1.550 -0.854 -0.066 -0.1 -0.3 0.0
C -2.204 0.487 0.164 0.0 0.1 0.0
H 1.453 -1.527 -0.031 0.1 0.0 -0.1
H 1.980 -0.880 -1.590 0.0 0.0 0.2
H 3.148 -1.019 -0.256 -0.3 0.4 0.1
H 1.211 2.074 0.342 1.5 1.4 0.8
H -0.482 0.282 1.555 0.0 0.0 -0.3
H -1.313 -1.092 -1.099 0.0 0.0 0.2
H -1.797 -1.697 0.567 -0.1 0.1 -0.1
H -2.451 1.095 -0.700 0.1 -0.1 0.1
H -2.918 0.574 0.984 0.4 0.0 -0.1
```
Forces are in eV/Å.

Values from the calculation:
Net charge: 0
Structure (SMILES): [H]/N=C(/C)OC1CC1
LUMO level (eV): 1.026
Orbital gap (eV): 10.75

Charges per atom according to Löwdin partitioning, unit e: -0.01 -0.44 0.17 -0.10 -0.34 -0.11 -0.09 0.08 0.09 0.09 0.08 0.15 0.11 0.10 0.11 0.10

=====

(4)
ORCA calculation (wB97M-V/def2-TZVPD) on one molecule with the formula C5H9NO.

```
16
Properties=species:S:1:pos:R:3:forces:R:3
C 1.376 -0.297 0.739 0.0 0.0 0.0
C -0.863 0.351 -0.456 -0.1 0.0 0.1
C -0.209 1.083 -1.598 0.1 0.2 0.0
C -0.651 -0.336 -1.782 0.0 -0.2 -0.1
C -0.115 -0.107 0.745 -0.2 0.0 0.1
N -0.840 -0.348 1.771 0.1 0.2 -0.6
O -0.072 -0.809 2.840 0.0 -0.1 0.3
H 1.818 -0.096 -0.240 -0.1 0.0 0.1
H 1.630 -1.317 1.044 0.0 0.1 0.0
H 1.834 0.374 1.474 -0.1 -0.1 -0.1
H -1.886 0.631 -0.221 0.2 -0.1 -0.1
H -0.785 1.869 -2.077 0.1 -0.1 0.1
H 0.857 1.283 -1.551 -0.2 0.0 0.0
H 0.114 -1.107 -1.832 -0.1 0.2 0.0
H -1.530 -0.538 -2.387 0.2 0.1 0.1
H -0.742 -0.974 3.515 0.2 0.0 -0.1
```
Forces are in eV/Å.

Values from the calculation:
Net charge: 0
Structure (SMILES): C/C(=N\O)C1CC1
LUMO level (eV): 1.052
Orbital gap (eV): 10.09

Charges per atom according to Löwdin partitioning, unit e: -0.02 -0.24 -0.12 -0.11 -0.32 0.02 -0.08 0.07 0.09 0.09 0.14 0.10 0.09 0.10 0.10 0.09

=====

(5)
ORCA calculation (wB97M-V/def2-TZVPD) on C12H31CuN2O8P as an isolated structure.

```
55
Properties=species:S:1:pos:R:3:forces:R:3
Cu -1.177 -0.882 1.206 0.2 -1.2 1.5
O 0.589 -2.006 1.888 0.3 0.7 -0.8
H 1.347 -1.919 1.279 -0.6 -0.1 0.4
O -2.644 -1.532 3.099 -0.2 0.2 -1.0
H -3.418 -1.766 2.551 0.4 0.3 0.4
C 0.254 -1.461 -2.284 -0.4 1.4 1.6
O -0.277 -1.321 -1.200 -0.3 -0.4 -1.0
N 1.584 -1.561 -2.425 0.9 0.1 -0.5
C 2.138 -1.786 -3.725 -0.3 -0.2 -0.6
C 2.462 -1.882 -1.318 0.3 0.2 -0.1
H -0.244 -1.325 -3.256 -0.3 -0.3 -0.1
H 3.019 -1.175 -3.923 0.4 -0.4 0.4
H 1.483 -1.479 -4.540 -0.5 0.0 0.3
H 2.266 -2.863 -3.829 0.8 -0.1 -0.4
H 2.075 -1.507 -0.371 -0.2 -0.2 -0.2
H 2.661 -2.953 -1.282 -0.3 -0.2 0.3
H 3.436 -1.433 -1.513 0.1 0.3 0.0
C -3.680 -2.875 -0.078 1.2 2.3 2.0
O -2.943 -1.889 -0.053 -1.0 -1.1 -0.6
N -3.920 -3.626 -1.141 -0.1 0.5 -1.0
C -4.735 -4.796 -1.040 -0.4 -0.5 -0.5
C -3.192 -3.321 -2.367 -0.6 -0.7 -0.3
H -4.196 -3.195 0.841 0.0 -0.1 0.0
H -5.690 -4.785 -1.566 -0.3 0.8 -0.3
H -5.014 -4.971 -0.001 0.5 -0.2 0.0
H -4.255 -5.639 -1.536 0.5 -0.3 0.6
H -3.910 -3.316 -3.186 0.0 -0.5 -0.3
H -2.718 -2.343 -2.447 0.0 -0.2 1.0
H -2.461 -4.126 -2.438 0.3 0.2 -0.7
C -0.858 5.926 -0.392 0.6 -0.1 1.4
C 0.212 4.924 0.165 -0.5 1.6 -1.0
O -0.447 3.882 0.821 0.4 -3.0 0.2
P 0.256 2.416 1.061 1.0 -0.2 1.6
O -0.685 1.288 0.936 0.8 1.2 -0.8
O 1.683 2.469 0.204 -3.8 2.8 -0.3
C 2.731 1.625 0.454 0.6 -1.9 0.7
C 3.947 1.828 -0.460 -0.7 -0.8 0.4
O 0.862 2.464 2.574 0.6 3.8 -3.5
C 0.802 1.412 3.424 -1.1 -2.1 2.7
C 1.221 1.797 4.861 -0.1 -0.1 -0.2
H -0.437 6.872 -0.732 0.5 -0.3 -0.5
H -1.499 5.474 -1.148 0.0 0.1 0.2
H -1.410 6.296 0.472 -0.6 -0.4 0.0
H 0.767 4.555 -0.698 0.4 0.0 0.3
H 0.817 5.384 0.945 0.5 0.4 -0.5
H 3.019 1.661 1.504 0.2 0.4 0.1
H 2.259 0.648 0.346 0.8 -0.7 -0.2
H 4.237 2.868 -0.612 -0.1 -0.1 0.1
H 4.738 1.274 0.047 0.3 0.2 -0.1
H 3.784 1.309 -1.404 0.0 0.3 -0.2
H -0.262 1.176 3.403 0.2 -1.2 0.5
H 1.420 0.575 3.099 -0.3 -0.2 -0.2
H 1.312 0.921 5.503 -0.1 -0.3 -0.4
H 2.201 2.275 4.897 0.0 0.2 -0.2
H 0.491 2.414 5.384 0.0 0.3 -0.3
```
Forces are in eV/Å.

Values from the calculation:
Net charge: -1
LUMO level (eV): 2.445
Orbital gap (eV): 4.44

Charges per atom according to Löwdin partitioning, unit e: 0.29 -0.47 -0.17 -0.55 -0.19 -0.32 0.04 -0.20 -0.09 -0.03 0.13 0.08 0.08 0.09 0.06 0.10 0.08 -0.31 0.00 -0.19 -0.07 -0.03 0.14 0.08 0.09 0.08 0.08 0.08 0.09 -0.06 -0.29 -0.17 0.60 -0.21 -0.20 -0.31 -0.05 -0.20 -0.31 -0.06 0.06 0.08 0.07 0.11 0.12 0.12 0.11 0.07 0.07 0.06 0.12 0.11 0.07 0.06 0.07

=====

(6)
ORCA calculation (wB97M-V/def2-TZVPD) on a 2-piece molecular cluster, C10H21N2OP overall.

```
35
Properties=species:S:1:pos:R:3:forces:R:3
C -1.697 2.015 0.446 -1.0 -0.1 -0.4
C 0.821 -1.815 -0.078 3.1 1.4 0.6
C 0.259 3.080 -0.720 1.6 -2.5 -1.8
C -0.933 4.237 1.155 -0.8 -2.0 0.0
C 0.406 2.071 1.529 3.9 0.0 0.4
C 0.186 -2.714 -2.318 2.6 0.0 2.0
C 0.884 -0.365 -2.006 1.9 2.9 -1.5
C 0.696 -3.227 1.916 1.7 0.4 -1.9
C -1.270 -2.774 0.415 -0.7 -2.4 2.8
C -0.495 2.862 0.625 0.1 -0.8 -2.2
N 0.491 -1.613 -1.411 -0.3 -0.1 0.7
N 0.155 -2.797 0.607 0.4 0.8 -0.4
O 1.762 -1.166 0.448 -1.8 -0.9 -0.7
P -3.042 1.247 0.325 1.1 0.4 0.1
H 0.829 2.120 -1.104 -1.2 1.6 1.3
H -0.347 3.266 -1.611 -0.4 0.5 0.4
H 1.117 3.774 -0.726 -0.7 0.3 0.6
H -0.042 4.819 0.938 -0.5 0.9 0.7
H -1.176 3.961 2.205 0.2 1.3 -0.4
H -1.868 4.485 0.582 1.1 0.4 0.7
H 1.516 2.685 1.605 -3.2 -1.5 0.5
H 0.755 1.054 1.143 -0.7 1.4 0.0
H -0.128 1.842 2.458 0.6 0.5 0.3
H 1.025 -2.834 -2.976 0.6 -0.4 -0.5
H -0.037 -3.647 -1.830 0.0 -0.1 0.4
H -0.586 -2.381 -2.849 -3.4 0.8 -2.5
H 0.769 -0.203 -3.144 -0.6 -1.3 1.6
H 0.380 0.582 -1.599 0.5 -2.0 -0.2
H 2.019 -0.143 -1.963 -1.5 -0.5 0.5
H 1.829 -3.312 1.829 -1.6 0.0 0.0
H 0.499 -2.526 2.673 -0.3 1.3 1.0
H 0.246 -4.134 2.236 -0.3 -1.0 -0.1
H -1.516 -3.832 0.290 -0.8 0.1 0.2
H -1.824 -2.356 1.294 0.5 -0.5 -0.3
H -1.683 -2.260 -0.381 0.1 1.2 -1.9
```
Forces are in eV/Å.

Values from the calculation:
Net charge: 0
Structure (SMILES): CN(C)C(=O)N(C)C.CC(C)(C)C#P
LUMO level (eV): 0.767
Orbital gap (eV): 9.58

Charges per atom according to Löwdin partitioning, unit e: -0.61 -0.49 -0.08 -0.05 -0.09 -0.03 -0.09 -0.03 -0.08 -0.75 -0.15 -0.14 0.01 0.79 0.08 0.08 0.08 0.08 0.09 0.10 0.16 0.08 0.07 0.09 0.09 0.04 0.11 0.06 0.11 0.12 0.06 0.07 0.09 0.10 0.05